The following is a DFT calculation (the ωB97M-V functional and the def2-TZVPD basis) of a structure of composition C26H56NO14PS5.

The geometry in XYZ format:
```
103
Properties=species:S:1:pos:R:3:lowdin_charge:R:1
C -3.3784 -0.8822 5.8864 -0.104
C -3.6972 -1.2868 4.2965 -0.291
O -3.1813 -0.3099 3.3290 -0.287
P -1.4457 -0.2990 3.2317 0.837
O -0.9505 0.8406 4.2607 -0.384
C -0.5812 -1.9084 3.7802 -0.187
C 0.5826 -1.6939 4.9486 -0.262
O 1.8697 -1.4020 4.2873 -0.399
S 3.0321 -0.8301 5.3958 1.034
O 2.6763 -1.1904 6.8660 -0.450
O 2.9089 0.8945 5.3514 -0.384
C 4.2436 1.4295 5.0411 -0.264
C 4.2038 3.0591 4.6974 -0.172
C 5.3683 3.9137 5.4902 -0.203
C 4.8725 4.5383 6.9347 -0.288
N 3.5305 4.0067 7.4085 -0.056
O -1.0682 0.1381 1.5514 -0.385
C 0.3765 0.3569 1.3836 -0.243
C 0.8555 1.9001 1.8150 -0.083
H -3.8975 -1.7450 6.5263 0.087
H -3.9072 0.1550 6.1500 0.100
H -2.2328 -0.8349 6.1245 0.061
H -3.4313 -2.4108 4.0551 0.112
H -4.8873 -1.2281 4.2157 0.135
H -1.2852 -2.7512 4.1827 0.094
H -0.0170 -2.3692 2.8427 0.114
H 0.2752 -0.9334 5.7834 0.126
H 0.7302 -2.7484 5.4868 0.139
H 4.6554 0.8571 4.1028 0.115
H 4.9974 1.2783 5.9464 0.130
H 3.1219 3.4871 4.8351 0.116
H 4.4721 3.1345 3.5409 0.114
H 6.2922 3.1869 5.6794 0.110
H 5.7160 4.8179 4.8163 0.107
H 5.7078 4.2280 7.7249 0.118
H 4.8703 5.7179 6.8523 0.107
H 2.7437 4.6401 7.0914 0.080
H 3.5609 4.1357 8.4644 0.077
H 0.5858 0.3069 0.2098 0.132
H 1.0577 -0.4743 1.8588 0.110
H -0.1205 2.5795 1.7683 0.078
H 1.2035 1.8098 2.9302 0.069
H 1.6815 2.2754 1.0742 0.082
C -3.3512 -0.0372 -2.9041 -0.222
C -3.2940 -1.5628 -2.9664 -0.227
C -2.5829 -2.0470 -1.7039 -0.219
S -2.8930 -0.8120 -0.4508 0.714
O -1.6364 -0.1819 -0.1041 -0.347
O -3.7872 -1.3610 0.5489 -0.324
C -3.8135 0.3010 -1.4947 -0.227
H -4.0275 0.3750 -3.6587 0.121
H -2.3518 0.3777 -3.0814 0.117
H -4.3140 -1.9652 -2.9925 0.119
H -2.7804 -1.9121 -3.8675 0.083
H -2.9721 -3.0113 -1.3676 0.101
H -1.5018 -2.1135 -1.8540 0.104
H -3.6080 1.3348 -1.2116 0.105
H -4.8769 0.0789 -1.3650 0.108
C 0.9333 -2.0239 -7.5358 -0.226
C -0.3173 -2.3340 -8.3570 -0.215
C -1.5297 -1.9749 -7.4995 -0.222
S -0.9937 -0.6772 -6.3948 0.681
O -1.0306 -1.1824 -5.0385 -0.329
O -1.6309 0.5673 -6.7764 -0.328
C 0.7029 -0.6436 -6.9387 -0.225
H 1.8387 -2.0504 -8.1490 0.124
H 1.0436 -2.7656 -6.7357 0.068
H -0.3161 -1.7234 -9.2681 0.117
H -0.3489 -3.3836 -8.6655 0.116
H -2.3608 -1.6123 -8.1096 0.105
H -1.8559 -2.8237 -6.8922 0.102
H 1.3612 -0.4245 -6.0963 0.113
H 0.7944 0.1356 -7.7013 0.110
C -1.9536 7.2557 0.4655 -0.229
C -2.6702 5.9613 0.8470 -0.219
C -1.9349 4.8108 0.1617 -0.222
S -0.2414 5.3454 -0.0327 0.677
O 0.0410 5.4761 -1.4467 -0.320
O 0.6058 4.5799 0.8598 -0.344
C -0.4697 6.9754 0.6504 -0.238
H -2.2830 8.0986 1.0800 0.116
H -2.1622 7.4985 -0.5833 0.121
H -2.6296 5.8290 1.9350 0.122
H -3.7257 5.9829 0.5584 0.116
H -1.9613 3.9001 0.7654 0.100
H -2.3434 4.6106 -0.8327 0.107
H 0.1706 7.6910 0.1317 0.109
H -0.2060 6.9335 1.7114 0.110
C 0.8260 -6.7022 -3.3232 -0.224
C 1.8540 -7.4563 -4.1655 -0.220
C 1.8711 -6.8141 -5.5516 -0.224
S 1.3850 -5.1108 -5.3191 0.675
O 0.1130 -4.9008 -5.9780 -0.321
O 2.5295 -4.2524 -5.5508 -0.324
C 1.0995 -5.2251 -3.5638 -0.228
H 0.9040 -6.9578 -2.2625 0.120
H -0.1860 -6.9567 -3.6600 0.122
H 2.8440 -7.3622 -3.7030 0.121
H 1.6212 -8.5240 -4.2278 0.118
H 2.8676 -6.8496 -5.9991 0.108
H 1.1454 -7.2855 -6.2201 0.108
H 0.2656 -4.5817 -3.2782 0.108
H 2.0137 -4.9058 -3.0546 0.114
```

The total energy is -4464.33143 Eh. The spin multiplicity is 1. For the frontier orbital gap, the calculation gives 8.3 eV. The highest occupied orbital energy comes out at -8.1 eV.